Version P
ORCA calculation (ωB97M-V with the def2-TZVPD basis set) on a cluster of 2 separate species, C5H11ClO in total.

Structure (ORCA input):
```
! wB97M-V def2-TZVPD RIJCOSX def2/J DEFGRID3
* xyz 0 1
C -2.36 -1.59 -0.94
C -1.76 0.75 0.02
C 2.49 0.37 1.08
C -2.07 -0.69 -0.02
C 2.12 0.14 -0.37
O 3.75 0.90 1.21
Cl 3.35 -1.18 -0.95
H 1.20 -0.25 -0.61
H -2.40 -1.47 -2.05
H -2.47 -2.63 -0.73
H -1.81 1.27 -0.95
H -2.45 1.23 0.81
H -0.76 0.75 0.44
H 2.39 -0.68 1.69
H 1.87 1.15 1.44
H -2.20 -1.09 1.01
H 2.50 0.90 -1.09
H 4.48 0.32 0.98
*
```

Output
Structure (SMILES) ... OCCCl.C=CC
E_LUMO ... 0.0316 Ha



Version Q
ORCA calculation (ωB97M-V with the def2-TZVPD basis set) on an isolated molecule of C5H11ClO.

Structure (ORCA input):
```
! wB97M-V def2-TZVPD RIJCOSX def2/J DEFGRID3
* xyz 0 1
C -1.70 -1.89 0.58
C 0.81 1.00 -1.35
C 1.37 1.38 1.05
C -1.36 -0.64 -0.18
C 0.81 0.43 0.07
O -0.55 0.16 0.63
Cl 1.65 -1.31 -0.06
H -0.82 -2.48 0.79
H -2.14 -1.57 1.55
H -2.35 -2.59 -0.07
H 1.04 0.21 -2.15
H -0.14 1.56 -1.58
H 1.71 1.72 -1.43
H 1.29 1.03 1.99
H 0.81 2.36 0.82
H 2.50 1.55 1.05
H -2.17 -0.05 -0.55
H -0.79 -0.85 -1.16
*
```

Output
Structure (SMILES) ... CCOC(C)(C)Cl
E_LUMO ... 0.0317 Ha



version Q is favored, and the nearest alternative lies 18.3 kcal/mol above it.